11
Properties=species:S:1:pos:R:3:forces:R:3 method="wB97M-V/def2-TZVPD" total_energy_ev=-7658.925 orbital_gap_ev=9.38 lumo_ev=0.680 homo_energy_ha=-0.3197
N -1.547 2.463 0.292 0.2 -0.1 0.1
C -0.412 2.017 0.401 0.2 0.1 0.0
C -0.550 -1.836 -0.159 0.0 -0.2 0.1
N 0.628 -1.408 -0.344 0.3 0.4 -0.2
C 1.683 -0.825 -0.581 -0.4 -0.3 0.3
N 0.760 1.719 0.581 -0.6 0.3 0.0
H -2.320 1.815 0.323 0.0 0.0 0.0
H -1.098 -1.554 0.735 0.1 0.1 -0.1
H -0.983 -2.529 -0.869 0.1 0.0 0.0
H 2.570 -1.278 -0.130 0.0 -0.1 -0.2
H 1.270 1.416 -0.246 0.1 -0.1 0.1